# C2H3FOTb

A structure of composition C2H3FOTb in a non-equilibrium geometry (ωB97M-V/def2-TZVPD, OMol25).

Computed properties:
E_tot ... -29298.88357 eV
ΔE to the lowest compared entry with this formula, charge and spin ... 0.000 eV
Frontier orbital gap (spin up / spin down) ... 0.257 / 0.226 Ha
Total charge ... +2
Spin multiplicity ... 8
Highest occupied orbital energy (spin up / spin down) ... -16.86 / -16.85 eV
E_LUMO (spin up / spin down) ... -9.9 / -10.7 eV

Geometry as XYZ:
```
8
C2H3FOTb, DFT ωB97M-V/def2-TZVPD
H 0.3989 -1.4446 -0.9838
O 0.4575 -0.8540 -0.1980
C -0.8348 -0.6891 0.3689
C -1.8025 -0.6124 -0.7563
Tb 2.4659 0.4265 0.0954
H -0.8566 0.2503 0.9467
H -1.0947 -1.5322 1.0328
F -1.3000 0.2095 -1.6391
```

Formally, the Löwdin partial charges of the atoms, in units of the elementary charge, are as follows: 0.139, -0.352, -0.224, 0.095, 1.977, 0.147, 0.149, 0.069



# C11H18O

A cluster of 2 separate species, C11H18O in total in a non-equilibrium geometry (ωB97M-V/def2-TZVPD, OMol25).

Computed properties:
E_tot ... -13745.79993 eV
ΔE to the lowest compared entry with this formula, charge and spin ... 0.866 eV
Frontier orbital gap ... 0.340 Ha
Highest occupied orbital energy ... -8.37 eV
E_LUMO ... 0.9 eV
SMILES ... Cc1ccc(O)cc1.CC(C)C

Geometry as XYZ:
```
30
C11H18O, DFT ωB97M-V/def2-TZVPD
C 1.3271 -3.2501 -0.9303
C -0.0498 -2.6066 -0.9874
C -0.5778 -2.3485 -2.2409
C -1.7513 -1.5982 -2.4083
C -2.4715 -1.3205 -1.2682
O -3.7507 -0.7799 -1.2986
C -2.0275 -1.6712 -0.0044
C -0.7870 -2.2722 0.1490
H 1.3829 -3.9449 -0.0918
H 1.9787 -2.5146 -0.4198
H 1.6771 -3.3681 -1.9469
H -0.1659 -2.7980 -3.1400
H -2.1200 -1.3847 -3.4015
H -3.9284 -0.6980 -2.2412
H -2.5775 -1.4109 0.8904
H -0.3298 -2.3656 1.1242
C -0.3061 2.2307 0.7407
C 1.1951 2.3812 0.8842
C 1.5970 3.7539 1.3903
C 1.7047 1.3381 1.8883
H -0.5811 1.2170 0.4576
H -0.7412 3.0154 0.1296
H -0.8482 2.5170 1.6546
H 1.6797 2.2223 -0.0719
H 1.0348 4.1407 2.2474
H 2.6395 3.8110 1.7102
H 1.4000 4.5476 0.6581
H 1.4673 1.6932 2.8959
H 1.1712 0.3884 1.7786
H 2.7586 1.0753 1.8522
```

Formally, the natural (NBO) partial charges of the atoms, in units of the elementary charge, are as follows: -0.643, -0.048, -0.192, -0.292, 0.289, -0.666, -0.262, -0.183, 0.230, 0.216, 0.228, 0.208, 0.212, 0.470, 0.227, 0.209, -0.610, -0.231, -0.607, -0.602, 0.217, 0.210, 0.201, 0.196, 0.202, 0.209, 0.205, 0.201, 0.201, 0.208



# C2H4N2O2

A cluster of 3 separate species, C2H4N2O2 in total in a non-equilibrium geometry (ωB97M-V/def2-TZVPD, OMol25).

Computed properties:
E_tot ... -9208.54125 eV
ΔE to the lowest compared entry with this formula, charge and spin ... 6.682 eV
Frontier orbital gap (spin up / spin down) ... 0.285 / 0.269 Ha
Highest occupied orbital energy (spin up / spin down) ... -9.28 / -9.17 eV
E_LUMO (spin up / spin down) ... -1.5 / -1.9 eV

Geometry as XYZ:
```
10
C2H4N2O2, DFT ωB97M-V/def2-TZVPD
N -1.3867 -0.0507 -0.4552
C -0.6774 -0.9957 1.1478
O -1.0865 -2.0322 1.4191
O 1.3095 -0.6462 1.0472
C 1.3343 0.3258 0.2627
N 0.6915 0.2417 -0.9000
H -1.1816 -0.2417 -1.4317
H -1.4542 0.9601 -0.3354
H 1.7913 1.2762 0.5913
H 0.6597 1.1625 -1.3459
```

Formally, the natural (NBO) partial charges of the atoms, in units of the elementary charge, are as follows: -0.638, 0.686, -0.509, -0.528, 0.432, -0.623, 0.376, 0.351, 0.115, 0.338



# C34H26F5N5O3RhS

A structure of composition C34H26F5N5O3RhS (ωB97M-V/def2-TZVPD, OMol25).

Computed properties:
E_tot ... -76697.17238 eV
ΔE to the lowest compared entry with this formula, charge and spin ... 0.000 eV
Frontier orbital gap ... 0.271 Ha
Total charge ... +1
Highest occupied orbital energy ... -10.68 eV
E_LUMO ... -3.3 eV

Geometry as XYZ:
```
75
C34H26F5N5O3RhS, DFT ωB97M-V/def2-TZVPD
Rh -0.7035 -0.7149 -1.9161
C -2.5036 0.4235 4.7405
O -1.6703 1.4855 4.2660
C -0.3265 1.2339 4.3974
C 0.3284 1.3996 5.6039
C 1.6993 1.1987 5.6796
C 2.4115 0.8623 4.5388
C 1.7636 0.7161 3.3199
C 0.3844 0.8751 3.2509
N -0.3703 0.7767 2.0589
C -0.0651 0.1019 0.9296
N 0.7343 -0.9719 1.0300
C 1.3124 -1.7120 -0.0211
C 0.8856 -1.7260 -1.3402
C 1.6009 -2.4664 -2.2850
C 2.6935 -3.2166 -1.8995
C 3.1047 -3.2484 -0.5703
C 2.4212 -2.4952 0.3612
O 2.7303 -2.4182 1.6841
C 3.8121 -3.2120 2.1603
N -0.5809 0.4385 -0.2267
C -1.2361 1.6882 -0.3935
C -2.5555 1.7135 -0.8265
C -3.1951 2.9172 -1.0916
C -2.5061 4.1021 -0.9055
C -1.1857 4.0987 -0.4676
C -0.5377 2.8970 -0.2185
O 0.7549 2.7875 0.1859
C 1.4356 3.9832 0.5674
H -3.5311 0.7464 4.5996
H -2.3214 0.2339 5.7994
H -2.3210 -0.4920 4.1718
H -0.2450 1.6957 6.4727
H 2.2111 1.3247 6.6236
H 3.4843 0.7330 4.5865
H 2.3389 0.4986 2.4298
H -1.1722 1.3899 2.0117
H 1.0433 -1.2400 1.9536
H 1.2882 -2.4775 -3.3175
H 3.2308 -3.7968 -2.6375
H 3.9545 -3.8476 -0.2802
H 3.8752 -3.0216 3.2270
H 4.7473 -2.9202 1.6796
H 3.6203 -4.2721 1.9878
H -3.0877 0.7728 -0.9273
H -4.2237 2.9246 -1.4234
H -2.9935 5.0485 -1.0971
H -0.6678 5.0365 -0.3295
H 2.4123 3.6708 0.9229
H 0.8932 4.4948 1.3643
H 1.5654 4.6520 -0.2850
N 4.2342 3.0837 -1.6924
C 3.4107 2.5849 -2.3174
C 2.3616 1.9466 -3.0635
C 2.1813 2.1611 -4.4252
C 1.1281 1.5211 -5.0508
C 0.2960 0.7003 -4.3133
N 0.4810 0.4927 -2.9994
C 1.5010 1.1002 -2.3845
H 2.8482 2.8143 -4.9710
H 0.9370 1.6539 -6.1054
H -0.5500 0.2028 -4.7648
H 1.6227 0.9215 -1.3286
F -5.8099 -4.8110 -0.9306
C -4.8241 -4.1782 -1.5517
C -3.9185 -3.4205 -0.8289
F -4.0189 -3.3139 0.4928
C -2.9140 -2.7739 -1.5144
F -2.0271 -2.0254 -0.7605
C -2.7416 -2.8196 -2.8840
S -1.4227 -2.0006 -3.7152
C -3.6712 -3.5868 -3.5780
F -3.5836 -3.6893 -4.9012
C -4.6948 -4.2585 -2.9300
F -5.5627 -4.9778 -3.6272
```

Formally, the Löwdin partial charges of the atoms, in units of the elementary charge, are as follows: 0.929, -0.047, -0.108, -0.249, 0.008, -0.065, -0.070, -0.022, -0.151, 0.179, -0.343, 0.173, -0.151, -0.189, -0.119, -0.063, -0.008, -0.219, -0.098, -0.047, -0.010, -0.225, -0.029, -0.074, -0.062, 0.000, -0.237, -0.106, -0.050, 0.095, 0.093, 0.094, 0.129, 0.111, 0.110, 0.116, 0.159, 0.139, 0.067, 0.115, 0.111, 0.098, 0.101, 0.102, 0.109, 0.110, 0.114, 0.111, 0.093, 0.104, 0.095, 0.198, -0.156, -0.169, 0.030, -0.005, -0.090, -0.055, -0.040, 0.137, 0.126, 0.067, 0.119, 0.149, -0.133, -0.145, 0.137, -0.193, -0.022, -0.491, 0.725, -0.237, 0.106, -0.132, 0.150



# C9H12O3S

The molecule C9H12O3S in a non-equilibrium geometry (ωB97M-V/def2-TZVPD, OMol25).

Computed properties:
E_tot ... -26501.48853 eV
ΔE to the lowest compared entry with this formula, charge and spin ... 3.314 eV
Frontier orbital gap (spin up / spin down) ... 0.316 / 0.316 Ha
Highest occupied orbital energy (spin up / spin down) ... -9.12 / -9.12 eV
E_LUMO (spin up / spin down) ... -0.5 / -0.5 eV

Geometry as XYZ:
```
25
C9H12O3S, DFT ωB97M-V/def2-TZVPD
C -1.0125 -0.2257 -1.3906
C -1.0149 0.9754 -0.8027
C 0.0507 -1.2365 -1.1598
C 1.2695 0.7113 0.0049
C -0.0484 1.4055 0.2780
C 1.2182 -0.8266 -0.2182
C -2.2155 1.8993 -1.1329
C -0.6865 1.1063 1.6405
C 1.1629 -2.9908 1.0708
O 0.0075 -2.3297 -1.6803
O 3.8729 0.8255 -0.2119
O 1.0694 -1.5562 1.0238
S 2.6741 1.6593 -0.0657
H -1.8671 -0.3805 -1.9982
H -0.0318 2.5328 0.0076
H 2.0720 -1.2758 -0.6160
H -2.1211 2.6843 -0.5587
H -3.1504 1.4089 -1.0711
H -2.0768 2.2498 -2.1914
H -0.3383 0.0897 1.9769
H -1.7602 1.0751 1.5384
H -0.6149 2.0429 2.3598
H 0.9334 -3.1552 2.0501
H 2.1848 -3.2722 0.6094
H 0.4230 -3.4169 0.5372
```

Formally, the natural (NBO) partial charges of the atoms, in units of the elementary charge, are as follows: -0.354, 0.168, 0.545, -0.255, -0.350, -0.046, -0.643, -0.619, -0.222, -0.530, -0.900, -0.553, 1.183, 0.220, 0.228, 0.222, 0.201, 0.229, 0.231, 0.261, 0.214, 0.226, 0.194, 0.173, 0.179



# C22H22CuN3OS4

A structure of composition C22H22CuN3OS4 (ωB97M-V/def2-TZVPD, OMol25).

Computed properties:
E_tot ... -117670.71044 eV
ΔE to the lowest compared entry with this formula, charge and spin ... 0.105 eV
Frontier orbital gap (spin up / spin down) ... 0.221 / 0.208 Ha
Total charge ... -1
Spin multiplicity ... 2
Highest occupied orbital energy (spin up / spin down) ... -3.51 / -3.15 eV
E_LUMO (spin up / spin down) ... 2.5 / 2.5 eV

Geometry as XYZ:
```
53
C22H22CuN3OS4, DFT ωB97M-V/def2-TZVPD
Cu -1.5011 1.1726 1.8854
C 1.0949 -0.1249 6.3437
S 0.4622 -1.4762 5.3390
C -0.3735 -0.6401 4.0136
S -0.4218 1.0691 3.9395
N -0.9004 -1.5166 3.1999
N -1.5590 -0.9262 2.1602
C -2.1226 -1.6882 1.3112
C -2.8364 -1.0575 0.1946
C -3.2730 -1.7751 -0.9135
C -3.8924 -1.0827 -1.9419
C -4.0571 0.2893 -1.8344
C -3.5885 0.9232 -0.6884
N -3.0107 0.2604 0.2976
H 1.6153 -0.5982 7.1769
H 0.2868 0.4965 6.7212
H 1.7886 0.4943 5.7806
H -2.0614 -2.7726 1.3923
H -3.1083 -2.8431 -0.9730
H -4.2273 -1.6097 -2.8271
H -4.5245 0.8629 -2.6238
H -3.6455 1.9986 -0.5401
O 0.0430 0.2966 0.0491
S -0.0949 1.2521 -1.0900
C 0.9024 0.4549 -2.4013
C 0.2758 -0.8581 -2.7628
C -0.5402 -0.9808 -3.8832
C -1.1404 -2.1929 -4.1950
C -0.9355 -3.2981 -3.3820
C -0.1327 -3.1817 -2.2541
C 0.4664 -1.9712 -1.9444
C 1.0082 2.6721 -0.7716
C 2.2848 2.2711 -0.1133
C 2.2683 1.9279 1.2378
C 3.4332 1.5148 1.8652
C 4.6265 1.4450 1.1573
C 4.6522 1.7922 -0.1863
C 3.4841 2.1990 -0.8175
H 1.9058 0.3211 -1.9950
H 0.9301 1.1369 -3.2537
H -0.7082 -0.1157 -4.5152
H -1.7687 -2.2735 -5.0738
H -1.4035 -4.2449 -3.6224
H 0.0152 -4.0371 -1.6063
H 1.0734 -1.8660 -1.0546
H 0.3823 3.2877 -0.1147
H 1.1572 3.1652 -1.7360
H 1.3353 1.9859 1.7861
H 3.4007 1.2442 2.9133
H 5.5355 1.1235 1.6511
H 5.5805 1.7461 -0.7430
H 3.5045 2.4706 -1.8681
S -1.6856 3.2573 1.3110
```

Formally, the natural (NBO) partial charges of the atoms, in units of the elementary charge, are as follows: 0.969, -0.755, 0.252, -0.068, -0.314, -0.440, -0.283, 0.038, 0.164, -0.247, -0.171, -0.278, 0.067, -0.450, 0.213, 0.230, 0.228, 0.177, 0.214, 0.207, 0.210, 0.236, -1.011, 1.297, -0.638, -0.028, -0.204, -0.220, -0.249, -0.151, -0.213, -0.658, -0.050, -0.191, -0.152, -0.243, -0.231, -0.217, 0.242, 0.218, 0.205, 0.205, 0.205, 0.201, 0.239, 0.321, 0.214, 0.259, 0.206, 0.201, 0.200, 0.197, -1.153